# 1
Here is one molecule with the formula CH3N3O in a non-equilibrium geometry from the OMol25 dataset. Energies are from ωB97M-V/def2-TZVPD.

For the largest force on an atom, the calculation gives 6.438 eV/A. As for the energy above the lowest of the compared OMol25 structures with the same formula, charge and spin: 73.93 kcal/mol. As for the SMILES: O=c1[nH][nH][nH]1.

Geometry as ORCA input:
```
! RIJCOSX wB97M-V def2-TZVPD def2/J DEFGRID3
* xyz 0 1
O 0.203 -0.370 -2.648
C 0.164 -0.230 -1.517
N 0.871 0.253 -0.478
N -0.119 0.081 0.526
N -0.834 -0.706 -0.448
H 1.789 0.598 -0.224
H 0.091 -0.568 1.214
H -1.805 -0.800 -0.267
*
```

---

# 2
Here is a 2-piece molecular cluster, CH3N3O2 overall in a non-equilibrium geometry from the OMol25 dataset. Energies are from ωB97M-V/def2-TZVPD.

For the largest force on an atom, the calculation gives 3.347 eV/A. As for the energy above the lowest of the compared OMol25 structures with the same formula, charge and spin: 61.08 kcal/mol. As for the SMILES: N#[N+][O-].NC=O.

Geometry as ORCA input:
```
! RIJCOSX wB97M-V def2-TZVPD def2/J DEFGRID3
* xyz 0 1
N -1.234 -0.345 -3.039
N -0.699 -1.305 -3.034
O -0.130 -2.312 -3.086
N 0.076 -0.224 0.445
C 0.634 0.202 -0.702
O -0.055 0.945 -1.386
H 0.445 -1.112 0.789
H -0.882 -0.002 0.474
H 1.621 -0.051 -1.002
*
```

---

# 3
Here is one molecule with the formula CH3N3O2S in a non-equilibrium geometry from the OMol25 dataset. Energies are from ωB97M-V/def2-TZVPD.

For the largest force on an atom, the calculation gives 3.869 eV/A. As for the energy above the lowest of the compared OMol25 structures with the same formula, charge and spin: 61.46 kcal/mol.

Geometry as ORCA input:
```
! RIJCOSX wB97M-V def2-TZVPD def2/J DEFGRID3
* xyz 0 1
C 1.538 0.476 0.201
N 0.356 0.808 0.200
N -1.249 -1.257 -0.887
N 2.711 0.280 0.026
O -2.074 1.049 -0.607
O -1.639 -0.236 1.482
S -1.552 -0.084 0.074
H -0.113 1.536 -0.274
H -1.235 -2.071 -0.378
H 3.257 -0.501 0.163
*
```

---

# 4
Here is one molecule with the formula CH3N3O2S in a non-equilibrium geometry from the OMol25 dataset. Energies are from ωB97M-V/def2-TZVPD.

For the largest force on an atom, the calculation gives 5.418 eV/A. As for the energy above the lowest of the compared OMol25 structures with the same formula, charge and spin: 43.75 kcal/mol. As for the SMILES: N#CNS(N)(=O)=O.

Geometry as ORCA input:
```
! RIJCOSX wB97M-V def2-TZVPD def2/J DEFGRID3
* xyz 0 1
N -2.562 -0.689 1.087
C -1.703 -0.879 0.340
N -0.749 -0.951 -0.539
S 1.067 -0.053 0.036
N 0.575 1.531 -0.115
O 1.182 -0.385 1.429
O 1.964 -0.422 -1.048
H -0.386 -1.822 -0.916
H 0.449 1.990 0.701
H 0.163 1.679 -0.976
*
```

---

# 5
Here is one molecule with the formula CH3N3O2S in a non-equilibrium geometry from the OMol25 dataset. Energies are from ωB97M-V/def2-TZVPD.

For the largest force on an atom, the calculation gives 5.361 eV/A. As for the energy above the lowest of the compared OMol25 structures with the same formula, charge and spin: 126.43 kcal/mol. As for the SMILES: [H]/N=[N+](\[O-])CSN=O.

Geometry as ORCA input:
```
! RIJCOSX wB97M-V def2-TZVPD def2/J DEFGRID3
* xyz 0 1
H 0.769 1.933 -0.898
N 0.564 1.028 -0.561
N -0.204 1.133 0.385
O -0.608 2.064 0.959
C -0.785 -0.220 0.683
S 0.286 -1.646 0.417
N 0.965 -1.381 -1.124
O 1.683 -2.201 -1.603
H -1.106 -0.421 1.736
H -1.565 -0.290 0.006
*
```

---

# 6
Here is CH3N3O2Si as an isolated structure in a non-equilibrium geometry from the OMol25 dataset. Energies are from ωB97M-V/def2-TZVPD.

For the largest force on an atom, the calculation gives 5.821 eV/A. As for the energy above the lowest of the compared OMol25 structures with the same formula, charge and spin: 68.91 kcal/mol.

Geometry as ORCA input:
```
! RIJCOSX wB97M-V def2-TZVPD def2/J DEFGRID3
* xyz 0 1
C 0.886 -1.577 0.515
N 1.813 -2.160 0.815
N 0.542 0.818 -1.792
N -0.906 0.664 1.317
O -0.619 0.114 2.403
O -1.272 1.811 1.190
Si -0.579 -0.445 -0.145
H 1.203 1.352 -1.235
H 0.944 0.310 -2.514
H -2.013 -0.888 -0.554
*
```

---

# 7
Here is a 2-piece molecular cluster, CH3N3S overall in a non-equilibrium geometry from the OMol25 dataset. Energies are from ωB97M-V/def2-TZVPD.

For the largest force on an atom, the calculation gives 4.442 eV/A. As for the energy above the lowest of the compared OMol25 structures with the same formula, charge and spin: 16.47 kcal/mol. As for the SMILES: N#[N+][S-].C=N.

Geometry as ORCA input:
```
! RIJCOSX wB97M-V def2-TZVPD def2/J DEFGRID3
* xyz 0 1
N 1.109 0.429 -0.032
N 1.911 1.131 -0.392
S 2.906 2.025 -1.062
C -1.052 -0.350 0.279
N -1.683 -1.324 -0.215
H -0.452 -0.388 1.222
H -0.950 0.602 -0.182
H -1.791 -2.126 0.383
*
```

---

# 8
Here is an isolated ion of composition CH3N4O and charge +1 in a non-equilibrium geometry from the OMol25 dataset. Energies are from ωB97M-V/def2-TZVPD.

For the largest force on an atom, the calculation gives 6.671 eV/A. As for the energy above the lowest of the compared OMol25 structures with the same formula, charge and spin: 57.23 kcal/mol. As for the SMILES: [NH3+]/N=N\N=C=O.

Geometry as ORCA input:
```
! RIJCOSX wB97M-V def2-TZVPD def2/J DEFGRID3
* xyz 1 1
N 0.873 0.360 1.004
N 1.147 -0.545 -0.465
N 2.140 -0.923 -0.907
N 3.438 -1.144 -0.862
C 4.144 -0.585 -0.018
O 4.948 -0.284 0.715
H -0.090 0.175 1.160
H 1.005 1.471 0.868
H 1.551 0.246 1.806
*
```

---

Values for HOMO level, Ha, ordered as above
-0.325, -0.374, -0.380, -0.374, -0.327, -0.378, -0.354, -0.567